Record 1
{"formula": "C46H39CaFN8O4SSe", "method": "the ωB97M-V functional and the def2-TZVPD basis", "elements": ["Ca", "N", "C", "S", "N", "N", "C", "C", "C", "C", "C", "C", "C", "O", "H", "H", "H", "H", "H", "H", "H", "C", "C", "C", "C", "N", "C", "C", "C", "C", "C", "C", "N", "H", "H", "H", "H", "H", "H", "H", "H", "C", "C", "C", "C", "C", "C", "C", "F", "C", "C", "C", "O", "C", "C", "N", "C", "C", "O", "O", "H", "H", "H", "H", "H", "H", "H", "H", "H", "H", "H", "C", "N", "C", "Se", "N", "C", "C", "C", "C", "C", "C", "H", "H", "H", "H", "H", "H", "H", "H", "C", "C", "C", "C", "C", "C", "H", "H", "H", "H", "H"], "coordinates": [[-0.760419, 0.124653, 1.757408], [1.898146, -3.912537, 1.466677], [1.091108, -2.778366, 1.676265], [1.841940, -1.272082, 1.364809], [-0.096773, -3.086807, 2.097414], [-1.033572, -2.087076, 2.278165], [-2.138250, -2.552745, 2.749116], [-3.368817, -1.862718, 3.047177], [-4.481985, -2.653461, 3.356508], [-5.723880, -2.118473, 3.623408], [-5.866800, -0.725935, 3.634944], [-4.792905, 0.084131, 3.361584], [-3.512878, -0.434437, 3.004167], [-2.561436, 0.348798, 2.681893], [2.871962, -3.711869, 1.628815], [1.555900, -4.727597, 1.959224], [-2.153363, -3.633665, 2.927888], [-4.356961, -3.733293, 3.361986], [-6.574202, -2.760645, 3.823100], [-6.834929, -0.285463, 3.853974], [-4.890846, 1.163904, 3.361603], [-3.871292, -1.953736, -0.681878], [-5.128804, -1.282669, -0.510816], [-5.100346, 0.071909, -0.297051], [-3.909548, 0.801859, -0.446828], [-2.859392, 0.135071, -1.178339], [-2.753268, -1.250965, -0.941232], [-3.604778, 2.030266, 0.204374], [-4.623666, 2.890164, 0.709280], [-4.282421, 4.053749, 1.347807], [-2.934013, 4.419234, 1.455110], [-2.005861, 3.569417, 0.874858], [-2.296673, 2.428014, 0.271135], [-3.810920, -3.027598, -0.549981], [-6.035512, -1.850712, -0.355242], [-5.981834, 0.565935, 0.093002], [-1.785257, -1.721183, -1.061851], [-5.662493, 2.611863, 0.590380], [-5.054719, 4.698385, 1.755985], [-2.632412, 5.327382, 1.960803], [-0.947691, 3.830846, 0.895264], [3.258102, 6.348957, 1.655394], [3.928211, 5.318483, 0.745336], [4.173127, 5.935734, -0.627208], [4.795571, 4.912989, -1.567028], [3.886898, 3.716702, -1.663056], [3.857613, 2.939186, -2.805710], [2.989876, 1.860076, -2.877322], [2.993799, 1.121834, -4.010948], [2.140759, 1.543694, -1.853054], [2.167717, 2.309388, -0.684296], [1.262885, 1.938617, 0.420637], [0.358113, 1.134481, 0.229103], [1.587396, 2.574286, 1.685116], [2.459273, 3.606774, 1.694568], [3.101724, 4.115258, 0.603366], [3.053962, 3.393312, -0.581755], [1.054005, 2.163477, 3.085133], [1.484521, 2.837085, 4.033739], [0.264550, 1.188926, 3.149046], [3.787784, 7.300031, 1.586155], [3.254088, 6.041714, 2.698606], [2.224320, 6.497712, 1.340213], [4.896899, 5.036386, 1.180675], [4.819124, 6.808090, -0.514581], [3.215144, 6.268741, -1.037067], [5.780234, 4.617413, -1.188383], [4.944637, 5.343435, -2.559235], [4.507840, 3.175106, -3.638752], [1.453305, 0.708380, -1.915600], [2.659252, 4.061450, 2.653650], [3.828578, -3.633107, -1.413439], [2.869774, -4.708343, -1.338289], [1.527784, -4.498880, -1.453873], [0.713624, -3.014697, -2.037518], [0.921579, -5.693881, -1.182509], [1.862684, -6.657525, -0.894793], [1.760417, -8.004157, -0.594948], [2.947342, -8.717481, -0.432208], [4.182264, -8.097215, -0.556264], [4.288421, -6.737534, -0.844045], [3.112094, -6.025801, -1.012259], [3.440737, -2.772402, -0.863005], [3.992619, -3.333579, -2.450302], [4.767632, -3.960069, -0.970003], [-0.075944, -5.758055, -1.081901], [0.796947, -8.485927, -0.496375], [2.900208, -9.777847, -0.218971], [5.089268, -8.675708, -0.433003], [5.256686, -6.265826, -0.940299], [-1.394999, 1.705984, -4.784803], [-2.417200, 2.341483, -4.089371], [-2.866516, 1.860427, -2.874564], [-2.320702, 0.691468, -2.307451], [-1.252632, 0.085146, -2.997656], [-0.806850, 0.587116, -4.206601], [-1.050675, 2.081030, -5.741719], [-2.885464, 3.223955, -4.513287], [-3.674281, 2.369664, -2.369094], [-0.719658, -0.764705, -2.581694], [0.015358, 0.087241, -4.707365]], "forces_ev_per_angstrom": [[-0.170, -1.006, -2.000], [0.048, -0.172, -0.091], [-0.115, -0.130, 0.291], [0.010, 0.002, -0.019], [0.095, -0.698, -0.057], [-0.293, -0.798, 0.312], [0.313, -0.327, -0.127], [-0.193, 0.419, -0.030], [-0.012, -0.070, -0.027], [-0.163, -0.098, 0.099], [0.153, -0.046, -0.029], [-0.026, 0.148, -0.090], [-0.358, -0.174, 0.174], [-1.780, -0.019, 0.968], [0.025, 0.010, 0.071], [-0.010, 0.073, 0.065], [-0.035, 0.033, -0.032], [0.028, 0.012, -0.012], [0.042, -0.015, 0.011], [0.023, 0.017, 0.010], [0.016, 0.001, -0.051], [0.122, 0.066, -0.141], [-0.263, 0.101, 0.029], [0.048, -0.110, -0.083], [0.237, 0.407, 0.284], [0.121, 0.231, 0.173], [0.105, -0.474, -0.009], [0.068, -0.222, -0.292], [0.000, 0.056, 0.187], [0.025, -0.115, -0.130], [0.062, 0.116, 0.029], [-0.141, 0.107, 0.090], [-0.285, -0.246, -0.053], [0.104, -0.002, 0.074], [-0.022, -0.010, 0.056], [-0.071, 0.036, 0.027], [0.014, 0.008, 0.193], [-0.014, -0.002, 0.061], [-0.025, -0.017, -0.010], [0.057, -0.020, -0.023], [-0.005, -0.025, 0.061], [-0.008, -0.161, -0.001], [0.031, 0.323, 0.019], [0.105, -0.230, -0.024], [-0.097, 0.049, 0.062], [0.179, 0.018, -0.237], [-0.091, 0.117, 0.251], [-0.048, 0.003, -0.010], [0.002, -0.029, -0.009], [-0.072, -0.144, -0.001], [0.187, 0.106, -0.247], [0.256, 0.315, 0.204], [0.839, 0.880, -1.097], [-0.098, -0.258, 0.321], [0.020, 0.068, -0.287], [-0.066, -0.088, 0.243], [-0.173, -0.148, -0.102], [0.333, 0.398, 0.347], [-0.033, -0.059, -0.196], [1.241, 1.489, 1.220], [0.037, -0.013, -0.016], [-0.029, 0.027, 0.015], [-0.007, 0.038, 0.009], [-0.004, -0.014, -0.046], [-0.023, 0.011, 0.044], [0.000, 0.052, 0.013], [0.006, 0.015, 0.001], [0.029, -0.029, -0.004], [-0.031, -0.030, -0.051], [-0.001, 0.023, -0.013], [-0.048, 0.037, 0.015], [0.096, 0.185, -0.076], [-0.164, -0.106, 0.026], [-0.068, -0.069, -0.303], [-0.145, 0.224, -0.077], [0.190, -0.015, 0.159], [0.030, -0.086, 0.044], [0.108, 0.074, -0.011], [-0.182, -0.056, -0.002], [0.174, 0.108, -0.008], [-0.119, -0.029, 0.026], [0.114, -0.114, 0.060], [-0.021, -0.045, 0.040], [0.011, -0.025, 0.009], [-0.018, -0.033, 0.013], [-0.019, 0.031, -0.053], [-0.012, 0.000, -0.016], [0.007, 0.012, 0.039], [-0.025, -0.024, 0.019], [-0.010, 0.034, -0.009], [0.137, 0.026, -0.082], [0.042, -0.056, -0.013], [0.012, 0.150, 0.004], [-0.267, -0.052, -0.355], [0.296, -0.089, 0.077], [-0.045, 0.068, -0.052], [0.005, 0.017, 0.019], [-0.013, 0.017, 0.038], [0.008, -0.050, 0.082], [-0.307, 0.084, -0.003], [0.022, 0.003, 0.022]], "lowdin_charge": [1.287, 0.016, -0.952, 0.541, -0.051, -0.117, -0.114, -0.153, -0.086, -0.147, -0.124, -0.027, -0.375, -0.239, 0.047, 0.073, 0.105, 0.095, 0.074, 0.086, 0.103, -0.115, -0.141, -0.077, -0.217, -0.023, -0.098, -0.254, -0.054, -0.124, -0.120, -0.172, 0.103, 0.091, 0.065, 0.090, 0.048, 0.089, 0.086, 0.071, 0.094, -0.048, -0.321, -0.158, -0.141, -0.152, 0.035, -0.256, 0.046, 0.093, -0.022, -0.338, -0.158, -0.015, 0.013, 0.012, -0.082, -0.615, -0.019, -0.197, 0.075, 0.074, 0.097, 0.152, 0.113, 0.133, 0.121, 0.113, 0.121, 0.127, 0.123, -0.049, -0.092, -0.815, 0.708, 0.113, -0.188, -0.023, -0.120, -0.118, -0.019, -0.167, 0.049, 0.087, 0.083, 0.150, 0.106, 0.091, 0.091, 0.100, -0.149, -0.124, -0.023, -0.202, -0.044, -0.123, 0.075, 0.086, 0.100, 0.015, 0.093], "lumo_energy_ha": 0.13563, "e_above_lowest_kcal_mol": 28.6, "largest_force_ev_per_a": 2.29, "total_charge": -2, "homo_energy_ha": 0.00105, "total_energy_ev": -165789.2131, "orbital_gap_ev": 3.662}

***

Record 2
{"formula": "C6H17NO", "method": "the ωB97M-V functional and the def2-TZVPD basis", "elements": ["C", "C", "C", "C", "N", "C", "C", "H", "H", "H", "H", "H", "H", "H", "H", "H", "H", "H", "H", "H", "H", "H", "H", "H", "O"], "coordinates": [[0.707551, -1.220541, -0.185978], [2.076052, -0.980506, -0.986725], [2.198607, 0.050558, -2.089085], [0.500751, -0.045014, 0.856848], [-0.944494, 0.582775, 0.744603], [-1.581750, 0.848174, 2.034947], [-0.797099, 1.887080, 0.011797], [0.764289, -2.216956, 0.355730], [-0.285812, -1.322953, -0.663950], [2.824014, -0.582936, -0.228510], [2.513923, -1.932187, -1.358278], [2.925160, -0.270704, -2.839344], [1.378983, 0.167903, -2.796973], [2.623980, 1.051099, -1.845810], [0.566788, -0.415656, 1.912394], [1.211602, 0.879077, 0.853981], [-1.229676, 1.891670, 2.367566], [-1.494598, -0.181803, 2.562576], [-2.738464, 0.944785, 1.970422], [-1.713507, 2.579496, 0.195872], [-0.784679, 1.534640, -1.078706], [0.166720, 2.317321, 0.326172], [-3.642559, -1.729136, 0.280209], [-2.244580, -1.556309, -0.215408], [-3.001205, -2.279877, -0.184351]], "forces_ev_per_angstrom": [[0.878, 0.534, 0.989], [0.239, -0.224, 1.274], [0.474, 0.821, -1.749], [-1.573, 1.201, 1.157], [1.161, 0.317, -0.408], [-1.187, -0.878, -0.162], [-1.449, -1.446, -1.055], [0.339, 1.266, -0.378], [0.970, 0.369, -0.798], [-0.912, -0.946, -0.431], [-0.594, 0.422, 0.334], [0.475, -0.437, 0.305], [-0.738, 0.189, 0.597], [-0.835, -0.569, 0.413], [-0.009, 0.067, -0.917], [-0.671, -1.946, -0.545], [-0.157, -1.871, 0.886], [0.361, 2.353, 0.311], [1.772, 0.015, -0.460], [1.704, -1.212, -0.351], [0.236, 1.258, 1.247], [-0.499, 0.542, -0.353], [-0.405, -0.338, 0.026], [-1.884, -2.194, -0.041], [2.305, 2.707, 0.110]], "lowdin_charge": [-0.159, -0.252, -0.150, -0.174, -0.315, -0.158, -0.119, 0.113, 0.078, 0.111, 0.100, 0.059, 0.064, 0.077, 0.100, 0.119, 0.092, 0.104, 0.089, 0.105, 0.096, 0.059, 0.016, 0.056, -0.114], "lumo_energy_ha": 0.03354, "e_above_lowest_kcal_mol": 66.1, "largest_force_ev_per_a": 3.56, "smiles": "CCCCN(C)C.O", "homo_energy_ha": -0.32416, "total_energy_ev": -10032.7143, "orbital_gap_ev": 9.733}

***

Number 1 is which compound? C46H39CaFN8O4SSe